Record 1
Computed, not measured: a molecular structure, C38H35AsBrMnN4O2S in a non-equilibrium geometry, with ωB97M-V with the def2-TZVPD basis set.

Geometry (Å):
Mn -0.2615 -0.8207 -1.1792
O 3.2687 -0.8946 0.0863
C 3.9185 0.1377 -0.5291
C 5.1829 0.4664 -0.0603
C 5.9076 1.4797 -0.6632
C 5.3898 2.1685 -1.7557
C 4.1298 1.8383 -2.2159
C 3.3674 0.8462 -1.5962
C 1.9745 0.6485 -2.1025
O 1.4457 -0.6423 -1.8976
N 1.0535 1.5991 -1.4330
N -0.2285 1.1699 -1.4972
C -1.2421 1.9504 -1.5821
C -2.5991 1.4456 -1.5669
Br -2.6972 -0.4867 -1.4853
C -3.7557 2.1081 -1.5304
C -3.9352 3.5650 -1.5223
C -4.9252 4.0762 -0.6810
C -5.0864 5.4458 -0.5493
C -4.2882 6.3111 -1.2851
C -3.3409 5.8072 -2.1682
C -3.1597 4.4400 -2.2845
H 2.5210 -1.1532 -0.4759
H 5.5794 -0.0986 0.7732
H 6.8940 1.7234 -0.2914
H 5.9665 2.9405 -2.2452
H 3.7219 2.3600 -3.0769
H 1.9736 0.8637 -3.1788
H 1.1955 2.5851 -1.6302
H -1.1017 3.0262 -1.6400
H -4.6627 1.5189 -1.4360
H -5.5593 3.3990 -0.1211
H -5.8454 5.8371 0.1143
H -4.4193 7.3804 -1.1888
H -2.7570 6.4816 -2.7797
H -2.4637 4.0548 -3.0206
C 2.6041 -3.4104 -3.1698
N 1.3141 -3.2806 -3.8650
C 1.1369 -3.3389 -5.2308
C -0.1875 -3.2051 -5.4729
N -0.7873 -3.0644 -4.2433
C 0.1314 -3.1077 -3.2660
S -0.1662 -3.1046 -1.5523
H 3.3897 -3.4056 -3.9188
H 2.6285 -4.3482 -2.6201
H 2.7267 -2.5732 -2.4916
H 1.9604 -3.4827 -5.9075
H -0.7401 -3.2063 -6.3950
H -1.7786 -2.9922 -4.0713
C 3.7624 -1.0691 3.9801
C 3.2276 -2.2690 3.5363
C 2.0366 -2.2811 2.8236
C 1.3768 -1.0866 2.5685
C 1.9159 0.1198 3.0004
C 3.1061 0.1246 3.7125
As -0.2599 -1.0350 1.5346
C -1.2044 -2.6578 2.0163
C -0.6934 -3.8822 1.5853
C -1.3171 -5.0685 1.9420
C -2.4673 -5.0380 2.7183
C -2.9897 -3.8221 3.1327
C -2.3627 -2.6322 2.7851
C -1.2322 0.3337 2.4879
C -1.2604 0.2964 3.8813
C -1.9419 1.2759 4.5849
C -2.5881 2.3048 3.9080
C -2.5567 2.3504 2.5230
C -1.8801 1.3613 1.8183
H 4.6906 -1.0637 4.5359
H 3.7349 -3.2011 3.7466
H 1.6301 -3.2271 2.4955
H 1.4176 1.0583 2.7884
H 3.5163 1.0622 4.0637
H 0.2064 -3.9254 0.9845
H -0.9023 -6.0146 1.6197
H -2.9563 -5.9613 2.9982
H -3.8890 -3.7953 3.7335
H -2.7867 -1.6939 3.1152
H -0.7436 -0.4896 4.4188
H -1.9670 1.2379 5.6658
H -3.1074 3.0730 4.4651
H -3.0512 3.1534 1.9900
H -1.8575 1.4029 0.7398

Properties
2S+1	5
energy above the lowest of the compared OMol25 structures with the same formula, charge and spin	0.9424	eV
Kohn-Sham gap (spin up / spin down)	5.107 / 6.342	eV
charge	+2
⟨S²⟩	6.12
HOMO energy (spin up / spin down)	-12.830 / -12.833	eV

Record 2
Computed, not measured: a molecular structure, C7H12NO2S in a non-equilibrium geometry, with ωB97M-V with the def2-TZVPD basis set.

Geometry (Å):
C -0.1464 0.7156 -0.3229
C 1.0597 1.0723 0.0651
C 0.4793 -1.6830 -0.9034
C -0.5794 -0.6001 -0.9059
C 1.4801 2.4127 0.6304
C -1.6530 -1.2131 1.1798
C -1.9338 -0.9898 -0.2888
N 2.4960 0.0385 -0.4895
O 3.6097 0.4811 -0.0952
O -1.2029 1.7669 -0.2032
S 1.6872 -1.5217 0.4489
H 0.0225 -2.7750 -0.8576
H 0.9843 -1.5608 -1.9459
H -0.8019 -0.5389 -2.0649
H 2.4020 2.2246 1.0516
H 0.7841 2.6771 1.3583
H 1.6089 3.0129 -0.2247
H -2.5172 -1.5766 1.7673
H -1.1099 -0.3662 1.6516
H -0.8080 -2.0126 1.3063
H -2.7427 -0.1857 -0.5038
H -2.4776 -1.8519 -0.8104
H -0.6409 2.4735 0.1571

Properties
2S+1	3
energy above the lowest of the compared OMol25 structures with the same formula, charge and spin	3.5562	eV
Kohn-Sham gap (spin up / spin down)	3.935 / 6.520	eV
charge	-1
⟨S²⟩	2.01
HOMO energy (spin up / spin down)	-0.421 / -3.074	eV